(1)
The following is a DFT calculation (wB97M-V/def2-TZVPD) of an isolated molecule of C2H4N2O2 in a non-equilibrium geometry.

Positions of all 10 atoms, in Å:
O1 -2.083 -0.529 -0.364
N1 -1.659 0.677 0.066
C1 -0.375 0.645 0.414
C2 0.383 -0.588 0.410
N2 1.615 -0.657 0.088
O2 2.092 0.461 -0.417
H1 -2.829 -0.369 -0.789
H2 0.012 1.545 0.551
H3 -0.100 -1.242 0.927
H4 3.102 0.125 -0.474

Properties
- Electronic energy: -338.4201 a.u.
- Frontier orbital gap: 9.95 eV
- E_LUMO: 0.0219 Ha
- Max |F|: 6.30 eV Å⁻¹
- E_HOMO: -0.344 hartree

(2)
The following is a DFT calculation (wB97M-V/def2-TZVPD) of a structure of composition C7H19Ag4FO6P in a non-equilibrium geometry.

Positions of all 38 atoms, in Å:
Ag1 -1.912 -1.140 -2.401
Ag2 -1.408 2.514 -1.935
Ag3 0.275 0.830 -4.860
Ag4 1.994 -1.046 -1.790
F1 -0.051 0.586 -2.427
C1 1.860 0.345 3.233
O1 1.585 1.155 2.066
P1 2.729 1.358 0.983
O2 2.711 0.300 -0.068
O3 2.492 2.842 0.484
C2 1.752 3.249 -0.635
O4 4.089 1.466 1.765
C3 5.205 2.252 1.303
H1 1.720 0.926 4.139
H2 2.870 -0.072 3.247
H3 1.211 -0.532 3.213
H4 1.146 2.416 -1.034
H5 2.389 3.619 -1.442
H6 1.069 4.076 -0.426
H7 5.106 2.576 0.265
H8 6.082 1.613 1.351
H9 5.323 3.145 1.909
C4 -4.612 -2.825 -2.574
O5 -3.465 -2.680 -1.693
C5 -3.870 -2.622 -0.327
C6 -2.706 -2.249 0.581
O6 -2.184 -0.990 0.126
C7 -0.972 -0.585 0.719
H10 -5.429 -2.195 -2.218
H11 -4.994 -3.847 -2.518
H12 -4.268 -2.626 -3.584
H13 -4.304 -3.563 0.008
H14 -4.589 -1.808 -0.200
H15 -1.880 -2.964 0.614
H16 -3.107 -2.153 1.592
H17 -0.714 0.411 0.351
H18 -0.116 -1.191 0.378
H19 -1.024 -0.588 1.804

Properties
- Electronic energy: -1757.5872 a.u.
- Frontier orbital gap: 6.16 eV
- E_LUMO: -0.4550 Ha
- Charge: +3
- Max |F|: 1.47 eV Å⁻¹
- E_HOMO: -0.681 hartree

(3)
The following is a DFT calculation (wB97M-V/def2-TZVPD) of a structure of composition C9H12 in a non-equilibrium geometry.

Positions of all 21 atoms, in Å:
C1 -0.021 -2.713 0.903
C2 0.206 2.114 -1.150
C3 0.287 0.297 -2.106
C4 1.223 1.006 -1.325
C5 1.180 -3.145 1.475
C6 -0.593 0.893 -1.391
C7 0.096 2.527 0.283
C8 2.181 -3.218 2.299
C9 -2.056 0.838 -0.715
H1 -0.152 -1.644 0.588
H2 -0.932 -3.183 0.835
H3 0.195 2.620 -2.077
H4 -0.079 1.656 0.761
H5 -0.733 3.220 0.393
H6 1.006 3.047 0.585
H7 1.901 -2.944 3.240
H8 3.188 -3.254 1.953
H9 0.275 -0.632 -3.096
H10 -2.543 -0.158 -0.682
H11 -2.690 1.582 -1.166
H12 -1.940 1.089 0.393

Properties
- Electronic energy: -349.7903 a.u.
- Frontier orbital gap: 9.07 eV
- E_LUMO: 0.0315 Ha
- Max |F|: 9.41 eV Å⁻¹
- E_HOMO: -0.302 hartree